Entry 1:
The following is a quantum chemistry calculation of CH3IN5 as an isolated structure at a distorted geometry, from OMol25.

```
10
CH3IN5 the ωB97M-V functional and the def2-TZVPD basis
C -0.7795 1.3725 -0.8415
N -0.6461 0.2569 -1.6225
N -0.0486 1.2627 0.2279
N 0.1809 -0.5521 -0.9277
N 0.4948 0.0742 0.1395
N 1.0047 -0.2934 1.3648
I -1.9155 0.6332 -3.3896
H -1.5836 2.2170 -1.0266
H 1.0085 0.6143 1.9273
H 1.7830 -0.9967 1.4964
```

The calculation puts the HOMO energy at -14.55 eV. Its charge is +1. The strongest force on any atom comes out at 0.057 hartree/bohr. The calculation puts the relative energy (zero: lowest compared OMol25 entry of this formula, charge and spin) at 7.6 kcal per mole. Its orbital gap is 7.578 eV.



Entry 2:
The following is a quantum chemistry calculation of C5H21FeN10O6 as an isolated structure at a distorted geometry, from OMol25.

```
43
C5H21FeN10O6 the ωB97M-V functional and the def2-TZVPD basis
Fe 0.9102 0.3023 0.1461
O 2.6751 0.9628 0.7971
H 3.1293 1.0995 -0.0570
C 0.9222 2.8204 -1.6912
O 0.4759 1.9297 -0.9945
N 0.6134 3.1313 -2.8788
N 1.8368 3.6322 -1.1684
H -0.0869 2.5323 -3.2921
H 0.9941 3.9468 -3.3372
H 2.3319 4.2529 -1.7928
H 2.1600 3.4169 -0.2361
C 0.8973 -1.5773 2.5909
O 0.7509 -1.3213 1.3816
N 0.8169 -2.7751 3.0939
N 1.0945 -0.7116 3.5484
H 0.5222 -3.4200 2.3746
H 0.9384 -2.8855 4.0904
H 1.0331 0.2701 3.3191
H 1.2053 -1.1179 4.4664
C -1.4251 1.8149 2.0348
O -0.3702 1.3393 1.6628
N -2.5792 1.1802 2.1477
N -1.7458 3.0468 2.3667
H -2.5483 0.1708 2.1331
H -3.4134 1.6413 2.4817
H -2.5562 3.2059 2.9482
H -0.8763 3.5605 2.3618
C 1.3115 -1.9991 -2.1747
O 1.1763 -1.2318 -1.2855
N 1.4033 -3.2698 -2.0589
N 1.2857 -1.7430 -3.4216
H 0.8824 -3.8492 -2.7016
H 1.4327 -3.6114 -1.1089
H 1.3071 -0.7655 -3.6751
H 1.3973 -2.4482 -4.1360
C -1.8958 -1.0398 -0.7580
O -1.1167 -0.1780 -0.4088
N -3.0774 -0.8395 -1.3241
N -1.7527 -2.3265 -0.6570
H -3.3438 0.1282 -1.4366
H -3.4324 -1.5792 -1.9130
H -2.4309 -2.9793 -1.0230
H -0.8530 -2.7163 -0.4144
```

The calculation puts the HOMO energy (alpha / beta) at -15.73 / -15.72 eV. Its charge is +2. The multiplicity is 6. The strongest force on any atom comes out at 0.130 hartree/bohr. The calculation puts the relative energy (zero: lowest compared OMol25 entry of this formula, charge and spin) at 2.6 kcal per mole. Its orbital gap (alpha / beta) is 10.854 / 8.409 eV.



Entry 3:
The following is a quantum chemistry calculation of C36H96B4F16MgN6O12 as an isolated structure at a distorted geometry, from OMol25.

```
171
C36H96B4F16MgN6O12 the ωB97M-V functional and the def2-TZVPD basis
Mg -8.0345 18.1509 -1.9386
C -4.1670 22.1269 -0.2413
O -4.1321 21.6166 1.0710
C -4.3757 20.1817 1.2205
C -4.8957 19.8173 2.6150
N -6.0895 20.6917 3.0736
H -5.7486 21.6401 3.0072
H -6.8215 20.7815 2.3834
C -6.6602 20.4997 4.4775
C -7.9894 21.2298 4.7418
O -8.8560 21.0039 3.6592
C -10.1276 21.6742 3.8707
H -5.1410 21.9461 -0.6959
H -3.4437 21.5987 -0.8626
H -3.9951 23.2024 -0.2852
H -3.5352 19.5214 1.0067
H -5.0863 19.9402 0.4300
H -4.0850 19.8228 3.3436
H -5.4061 18.8551 2.6572
H -5.8177 20.7124 5.1356
H -6.9488 19.4488 4.4993
H -7.8295 22.2994 4.8774
H -8.3880 20.8115 5.6661
H -10.7254 21.3162 4.7089
H -10.7130 21.5602 2.9584
H -9.9713 22.7425 4.0201
C -6.3939 18.2953 -6.7041
O -6.7893 17.2072 -7.4846
C -7.8670 16.4551 -6.9247
C -9.2844 17.0306 -7.2138
N -9.5238 17.6360 -8.6084
H -8.9293 18.4003 -8.8957
H -9.2647 16.8140 -9.1350
C -10.9652 17.8363 -9.0841
C -11.6732 19.0671 -8.4637
O -11.7065 18.8230 -7.0843
C -12.3375 19.8995 -6.3351
H -7.1693 19.0612 -6.7212
H -5.4823 18.7748 -7.0606
H -6.1949 18.0195 -5.6685
H -7.8227 16.2877 -5.8485
H -7.7861 15.5363 -7.5055
H -9.5174 17.9290 -6.6422
H -10.0943 16.3085 -7.1103
H -11.4277 16.8671 -8.8973
H -10.9716 17.8714 -10.1735
H -12.6133 19.0995 -9.0143
H -11.0652 19.9619 -8.5973
H -11.6292 20.7278 -6.3147
H -12.5192 19.6293 -5.2949
H -13.2712 20.2171 -6.7993
C -7.0870 23.7075 -3.0261
O -8.1261 23.7308 -2.0269
C -7.9189 22.9191 -0.8764
C -9.2203 22.5352 -0.2156
N -10.0498 23.7596 -0.0458
H -9.9413 24.2678 -0.9118
H -11.0305 23.5211 -0.0836
C -9.7614 24.5338 1.2399
C -10.6681 25.7352 1.2919
O -10.3468 26.6523 0.2331
C -11.0752 27.8674 0.2079
H -7.4333 24.3527 -3.8336
H -6.9149 22.7064 -3.4215
H -6.0896 24.0395 -2.7381
H -7.2080 23.4494 -0.2429
H -7.3655 22.0445 -1.2184
H -9.0191 22.0801 0.7542
H -9.8388 21.8810 -0.8301
H -8.7150 24.8379 1.2153
H -9.9591 23.8182 2.0380
H -10.5098 26.1938 2.2680
H -11.6791 25.3316 1.2375
H -10.7804 28.5440 1.0100
H -12.1108 27.5929 0.4081
H -10.9728 28.2425 -0.8104
C -14.3161 14.8210 -1.1951
O -14.4046 15.4631 -2.4125
C -13.2315 16.2872 -2.6059
C -13.2982 17.0762 -4.0297
N -14.1100 16.1934 -5.0324
H -13.5654 15.3434 -5.0668
H -15.0412 16.0174 -4.6833
C -14.3558 16.6896 -6.4739
C -14.9902 15.4535 -7.2266
O -16.2470 15.1891 -6.5681
C -17.2755 16.0307 -6.9893
H -13.8526 15.4191 -0.4105
H -13.7081 13.9176 -1.1476
H -15.3364 14.5832 -0.8942
H -12.2939 15.7325 -2.5684
H -13.2754 17.0294 -1.8089
H -12.3166 17.3032 -4.4458
H -13.9012 17.9747 -3.8986
H -13.3247 16.9092 -6.7509
H -14.9877 17.5717 -6.3707
H -14.3029 14.6076 -7.2072
H -15.1715 15.6932 -8.2743
H -17.1840 17.0446 -6.5998
H -18.2998 15.6960 -6.8258
H -17.3336 16.1930 -8.0656
C -3.3261 16.1644 0.6649
O -3.1807 16.0901 -0.7190
C -3.2676 17.3432 -1.2728
C -2.8840 17.3980 -2.8057
N -3.5027 16.2108 -3.6079
H -3.1674 15.2939 -3.3490
H -4.4920 16.2229 -3.4046
C -3.1946 16.3871 -5.1358
C -3.7505 15.2248 -5.9636
O -3.2612 13.9562 -5.6111
C -2.3236 13.3510 -6.4990
H -3.4289 15.1889 1.1403
H -4.1941 16.7281 1.0068
H -2.5100 16.5692 1.2634
H -2.6240 18.0583 -0.7605
H -4.2878 17.7130 -1.1703
H -1.8175 17.3599 -3.0277
H -3.1928 18.3811 -3.1609
H -2.1151 16.4188 -5.2838
H -3.7100 17.3218 -5.3569
H -3.5870 15.4312 -7.0214
H -4.8248 15.1264 -5.8078
H -2.2992 13.7335 -7.5193
H -2.6592 12.3213 -6.6223
H -1.3180 13.3105 -6.0801
C -11.8786 18.7695 1.4158
O -11.3898 17.6746 2.1094
C -10.5841 18.1219 3.1984
C -10.0181 16.8758 3.8579
N -9.3056 15.9479 2.7222
H -9.9418 15.5067 2.0736
H -8.6205 16.4526 2.1780
C -8.4967 14.8131 3.3100
C -7.6885 14.0501 2.1830
O -6.9000 14.9075 1.4041
C -6.2387 14.3217 0.3371
H -12.9359 18.5309 1.3003
H -11.1968 18.8161 0.5666
H -11.8161 19.7359 1.9160
H -11.0518 18.7365 3.9676
H -9.7356 18.7464 2.9188
H -10.7847 16.2513 4.3166
H -9.3680 17.2623 4.6428
H -9.1214 14.0701 3.8057
H -7.7950 15.1720 4.0629
H -8.2958 13.4165 1.5366
H -7.1617 13.2849 2.7531
H -5.7126 15.0800 -0.2428
H -6.8693 13.8253 -0.4006
H -5.3633 13.7230 0.5885
B -7.5961 18.5027 0.5433
F -8.8373 18.0874 -0.0259
F -7.5292 19.8395 0.6964
F -7.2495 17.7742 1.7088
F -6.7873 18.0978 -0.4985
B -10.3483 18.8191 -2.7899
F -10.1409 19.0560 -4.0876
F -11.6136 19.1461 -2.4375
F -9.9584 17.5027 -2.5311
F -9.4373 19.4939 -2.0739
B -6.1444 19.9240 -3.2071
F -5.0523 20.6540 -2.7789
F -7.0621 19.8672 -2.1863
F -6.7337 20.2650 -4.3464
F -5.6722 18.6885 -3.2864
B -7.4487 15.9604 -3.0133
F -7.7587 16.2670 -1.7381
F -6.1596 15.6130 -3.2430
F -8.3167 14.9965 -3.4840
F -7.7011 17.0733 -3.6255
```

The calculation puts the HOMO energy at -16.57 eV. Its charge is +4. The strongest force on any atom comes out at 0.131 hartree/bohr. Its orbital gap is 9.395 eV.